Entry 1:
ORCA calculation (ωB97M-V/def2-TZVPD) on one molecule with the formula C4H8N2 in a non-equilibrium geometry.

Summary:
Maximum force (eV Å⁻¹): 1.53
Calculated total energy (eV): -7257.54103
Frontier orbital gap (eV): 11.116

ORCA input file:
```
! RIJCOSX wB97M-V def2-TZVPD def2/J DEFGRID3
* xyz 0 1
C -1.860 0.205 0.088
C -0.598 -0.637 -0.200
C 0.740 -0.067 0.384
N 1.946 -0.809 0.015
C 0.910 1.326 -0.067
N 1.178 2.363 -0.511
H -1.766 1.222 -0.309
H -2.075 0.282 1.162
H -2.746 -0.248 -0.383
H -0.748 -1.651 0.192
H -0.482 -0.720 -1.286
H 0.598 -0.055 1.484
H 2.106 -0.807 -0.998
H 2.796 -0.405 0.430
*
```

=====

Entry 2:
ORCA calculation (ωB97M-V/def2-TZVPD) on C4H8N2 as an isolated structure in a non-equilibrium geometry.

Summary:
Maximum force (eV Å⁻¹): 3.38
Calculated total energy (eV): -7253.88671
Frontier orbital gap (eV): 9.794

ORCA input file:
```
! RIJCOSX wB97M-V def2-TZVPD def2/J DEFGRID3
* xyz 0 1
C 1.870 -0.009 0.427
N 0.484 -0.403 0.528
C -0.386 0.155 -0.440
C -1.967 -1.028 -0.291
C -0.476 1.686 -0.300
N -0.391 2.839 -0.160
H 2.235 -0.294 -0.566
H 2.429 -0.576 1.172
H 2.045 1.066 0.573
H 0.103 -0.217 1.450
H -0.066 0.012 -1.472
H -2.015 0.046 -0.339
H -1.929 -1.712 -1.139
H -1.859 -1.589 0.640
*
```

=====

Entry 3:
ORCA calculation (ωB97M-V/def2-TZVPD) on one molecule with the formula C4H8N2 in a non-equilibrium geometry.

Summary:
Maximum force (eV Å⁻¹): 11.81
Calculated total energy (eV): -7252.56228
Frontier orbital gap (eV): 7.543

ORCA input file:
```
! RIJCOSX wB97M-V def2-TZVPD def2/J DEFGRID3
* xyz 0 1
C 0.523 1.209 -0.111
C -1.207 -0.271 0.761
C -0.196 -1.356 0.293
C 0.996 0.296 -0.890
H 0.569 2.166 -0.472
H 1.228 1.200 0.872
H -1.418 1.164 -0.514
H -2.325 -0.564 0.534
H -0.973 -0.235 1.927
H -0.496 -2.244 -0.125
H 1.343 -1.647 -0.839
H 2.164 0.299 -1.238
N -0.871 0.950 0.308
N 0.663 -0.968 -0.506
*
```

=====

Entry 4:
ORCA calculation (ωB97M-V/def2-TZVPD) on one molecule with the formula C4H8N2 in a non-equilibrium geometry.

Summary:
Maximum force (eV Å⁻¹): 3.56
Calculated total energy (eV): -7256.10539
Frontier orbital gap (eV): 10.600

ORCA input file:
```
! RIJCOSX wB97M-V def2-TZVPD def2/J DEFGRID3
* xyz 0 1
C -1.990 1.546 -0.864
C -0.571 0.934 -0.449
C 0.383 -0.717 1.102
C 1.518 -1.057 0.192
H -1.651 2.360 -1.553
H -2.512 2.044 0.164
H -2.747 0.791 -1.403
H 0.048 1.749 0.116
H 0.055 0.540 -1.368
H -1.455 0.063 1.222
H 0.813 0.036 1.822
H 0.121 -1.515 1.789
N -0.820 -0.289 0.413
N 2.433 -1.183 -0.509
*
```

=====

Entry 5:
ORCA calculation (ωB97M-V/def2-TZVPD) on a 2-piece molecular cluster, C4H8N2 overall in a non-equilibrium geometry.

Summary:
Maximum force (eV Å⁻¹): 1.81
Calculated total energy (eV): -7255.12055
Frontier orbital gap (eV): 11.342

ORCA input file:
```
! RIJCOSX wB97M-V def2-TZVPD def2/J DEFGRID3
* xyz 0 1
C 1.776 0.647 -0.409
C 0.428 0.379 0.104
N -0.451 -0.124 -0.654
C -1.815 -0.191 -0.195
C -1.964 -0.128 1.270
N -1.989 -0.058 2.424
H 2.608 0.644 0.304
H 2.036 0.185 -1.362
H 1.556 -1.648 -0.324
H 0.252 0.762 1.117
H 1.368 1.670 -0.595
H 0.826 -1.663 -0.472
H -2.265 -1.116 -0.566
H -2.366 0.641 -0.644
*
```

=====

Entry 6:
ORCA calculation (ωB97M-V/def2-TZVPD) on one molecule with the formula C4H8N2.

Summary:
Maximum force (eV Å⁻¹): 0.71
Calculated total energy (eV): -7256.23732
Frontier orbital gap (eV): 8.945

ORCA input file:
```
! RIJCOSX wB97M-V def2-TZVPD def2/J DEFGRID3
* xyz 0 1
C 0.776 -1.326 0.919
C 1.582 -0.558 -0.120
C -1.186 1.355 -0.006
N -1.693 1.342 -1.337
C -0.885 0.275 0.680
N -0.542 -0.759 1.253
H 0.587 -2.351 0.580
H 1.332 -1.408 1.859
H 2.526 -1.073 -0.318
H 1.807 0.458 0.221
H 1.033 -0.470 -1.065
H -0.944 2.328 0.410
H -1.794 0.393 -1.680
H -2.600 1.793 -1.395
*
```

=====

Entry 7:
ORCA calculation (ωB97M-V/def2-TZVPD) on a 2-piece molecular cluster, C4H8N2 overall in a non-equilibrium geometry.

Summary:
Maximum force (eV Å⁻¹): 4.96
Calculated total energy (eV): -7254.49084
Frontier orbital gap (spin up / spin down) (eV): 9.030 / 9.026

ORCA input file:
```
! RIJCOSX wB97M-V def2-TZVPD def2/J DEFGRID3
* xyz 0 1
C -0.092 -0.642 -1.522
C -1.432 0.117 0.475
C 0.797 -0.951 0.780
C -0.137 -0.279 -0.201
N 0.121 -0.992 -2.601
N 0.760 1.706 -0.220
H -1.160 0.913 1.187
H -1.891 0.634 -0.378
H -2.130 -0.593 0.998
H 0.228 -1.684 1.431
H 1.349 -0.129 1.284
H 1.718 -1.527 0.326
H 1.542 1.211 -0.588
H 0.326 2.217 -0.972
*
```

=====

Entry 8:
ORCA calculation (ωB97M-V/def2-TZVPD) on C4H8N2 as an isolated structure in a non-equilibrium geometry.

Summary:
Maximum force (eV Å⁻¹): 2.70
Calculated total energy (eV): -7251.41132
Frontier orbital gap (spin up / spin down) (eV): 7.476 / 7.649

ORCA input file:
```
! RIJCOSX wB97M-V def2-TZVPD def2/J DEFGRID3
* xyz 0 1
C -1.169 -0.171 1.036
N -0.109 -0.159 1.971
C 0.384 0.780 0.976
C -0.196 0.357 -0.328
C 1.254 -0.075 -1.608
N 0.365 -0.878 -0.908
H -1.984 0.511 1.268
H -1.509 -1.156 0.675
H 0.417 -1.029 1.919
H 0.284 1.838 1.239
H -0.747 1.013 -0.996
H 2.095 0.318 -1.040
H 1.239 -0.031 -2.694
H -0.325 -1.318 -1.510
*
```

=====

In order of appearance, ΔE to the lowest compared entry with this formula, charge and spin = 32.26 384.85 512.64 170.78 265.80 158.05 326.56 623.69 kJ/mol.